Here is C54H66Br2ClFN2O5P as an isolated structure in a non-equilibrium geometry from the Open Molecules 2025 dataset. Energies are from the ωB97M-V functional and the def2-TZVPD basis.

Frontier orbital gap   8.44 eV
Charge   +1
Multiplicity   1

CARTESIAN COORDINATES (ANGSTROEM)
Br -1.190 3.095 -6.104
Br -2.442 4.903 -3.901
Cl 0.439 6.587 1.645
P -2.247 1.091 -4.021
F 0.276 -0.050 -4.008
O 1.123 -2.680 4.960
O 0.821 -2.131 10.281
O 0.197 4.309 -4.250
O -1.853 -8.849 -1.037
O -0.576 -4.110 1.112
N -0.554 3.822 -0.171
N 0.319 1.933 -2.720
C -0.458 -4.341 -1.660
C -4.710 0.816 -5.045
C -1.087 2.434 -3.108
C 1.114 4.450 -3.142
C 0.132 -1.169 1.192
C 0.466 5.505 -2.233
C -0.406 -4.511 -3.031
C -1.533 -7.790 -0.545
C -1.939 2.779 -1.867
C 0.801 -1.225 6.787
C 0.699 -1.085 8.172
C -0.812 -5.403 -0.841
C -0.702 -5.746 -3.596
C 1.102 5.788 -0.886
C 2.753 4.696 -5.211
C 2.399 5.087 -3.761
C 1.355 -5.967 8.709
C -0.708 -0.615 0.029
C -0.836 -5.197 0.635
C 0.675 -0.109 5.969
C 0.312 1.268 7.906
C -0.954 3.609 -4.172
C 1.067 -3.599 8.452
C -1.503 -7.272 3.691
C 1.545 -0.619 1.289
C 1.295 -5.004 6.506
C -1.879 -8.652 1.756
C 3.731 5.140 -2.967
C 3.951 3.747 -0.755
C -1.062 -6.809 -2.783
C 0.450 0.163 8.727
C -1.864 -8.493 3.132
C -1.168 -6.205 2.876
C -1.534 -7.589 0.933
C 1.404 -6.113 7.327
C 1.187 -4.714 9.271
C 0.860 -2.261 9.077
C 1.029 -2.560 6.165
C 1.780 1.530 -4.865
C 0.401 1.219 -1.358
C -2.571 -1.550 -3.110
C 0.193 6.740 -0.100
C 0.432 1.133 6.527
C -3.850 1.918 -4.361
C 1.241 3.127 -2.395
C -2.854 -0.082 -2.720
C -2.667 4.934 -0.625
C 4.325 3.934 -2.229
C -1.123 -6.640 -1.405
C 0.070 -0.268 -1.255
C 1.077 0.996 -3.655
C -1.618 3.871 -0.858
C -1.185 -6.358 1.495
C 1.130 -3.743 7.064
H 2.060 6.291 -0.946
H -5.462 0.437 -4.366
H -3.795 2.773 -5.016
H 1.605 0.456 1.121
H 1.447 -6.835 9.348
H 1.887 4.518 -5.835
H 2.121 6.129 -3.892
H 4.750 3.229 -0.236
H 2.159 -1.086 0.516
H 2.246 2.733 -2.456
H -1.300 -7.774 -3.209
H 2.761 1.885 -4.575
H 1.145 -4.590 10.344
H 0.332 2.001 5.889
H 1.005 -0.823 -1.210
H -3.538 4.801 -1.255
H 1.432 1.323 -1.033
H -0.855 6.592 -0.341
H -0.142 1.792 -0.620
H -0.654 -5.879 -4.669
H -1.486 -7.154 4.766
H 3.025 3.205 -0.594
H -0.498 4.584 0.504
H -1.975 1.863 -1.281
H 3.868 4.725 -0.288
H 4.201 3.001 -2.783
H 0.113 2.239 8.340
H 3.464 3.880 -5.265
H -1.300 0.225 0.392
H 1.281 2.308 -5.416
H -0.440 -0.689 -2.102
H 0.364 0.258 9.801
H 0.136 -2.253 1.198
H -0.128 -3.675 -3.661
H -3.931 0.022 -2.615
H -2.016 -1.615 -4.041
H -4.355 2.196 -3.437
H -0.574 5.245 -2.045
H 0.427 7.765 -0.369
H 4.470 5.401 -3.721
H -2.467 0.120 -1.730
H 5.402 4.089 -2.221
H -2.131 -9.323 3.772
H -0.890 -5.251 3.302
H 1.844 0.549 -3.026
H -2.044 -2.066 -2.315
H 1.069 3.343 -1.350
H 3.759 5.998 -2.299
H 0.765 -0.226 4.898
H 1.950 0.682 -5.521
H -2.971 4.903 0.417
H 0.401 6.438 -2.787
H 1.531 -7.095 6.891
H 1.229 4.902 -0.270
H -3.505 -2.073 -3.293
H -2.155 -9.598 1.313
H 2.027 -0.883 2.224
H -0.384 -0.893 2.112
H -1.434 -1.383 -0.239
H -4.083 0.003 -5.405
H -2.250 5.914 -0.844
H 1.338 -5.107 5.431
H 3.274 5.547 -5.641
H -2.964 2.925 -2.177
H -0.223 -3.385 -1.211
H -5.199 1.245 -5.912